Record 1
{
  "formula": "C3H9NO2",
  "method": "the ωB97M-V functional and the def2-TZVPD basis",
  "max_force_ev_per_a": 1.1,
  "lumo_energy_ev": 0.9460,
  "smiles": "CC(=O)O.CN",
  "gap_ev": 10.75,
  "elements": ["C", "C", "O", "O", "H", "H", "H", "H", "C", "N", "H", "H", "H", "H", "H"],
  "positions_angstrom": [[-1.040, -1.382, -2.158], [-0.541, -0.504, -1.055], [0.582, -0.041, -1.046], [-1.397, -0.301, -0.063], [-2.072, -1.220, -2.453], [-0.964, -2.427, -1.875], [-0.422, -1.201, -3.027], [-0.899, 0.095, 0.688], [1.553, 1.654, 1.959], [0.865, 0.344, 1.788], [2.303, 1.806, 1.181], [2.154, 1.606, 2.868], [0.826, 2.443, 2.092], [0.974, 0.059, 0.819], [1.428, -0.338, 2.289]]
}

=====

Record 2
{
  "formula": "C3H9NO2",
  "method": "the ωB97M-V functional and the def2-TZVPD basis",
  "max_force_ev_per_a": 0.3,
  "lumo_energy_ev": 0.7118,
  "smiles": "CC(N)=O.CO",
  "gap_ev": 10.11,
  "elements": ["C", "C", "N", "O", "H", "H", "H", "H", "H", "C", "O", "H", "H", "H", "H"],
  "positions_angstrom": [[-2.217, 1.587, -1.182], [-0.948, 0.992, -0.612], [-1.123, -0.103, 0.169], [0.152, 1.455, -0.849], [-2.990, 1.670, -0.415], [-2.602, 0.940, -1.971], [-2.023, 2.569, -1.602], [-0.317, -0.578, 0.554], [-2.040, -0.467, 0.352], [2.636, -1.623, 1.184], [1.225, -1.785, 1.014], [3.132, -2.595, 1.244], [2.998, -1.086, 0.317], [2.856, -1.054, 2.083], [0.927, -2.427, 1.663]]
}

=====

Record 3
{
  "formula": "C3H9NO2",
  "method": "the ωB97M-V functional and the def2-TZVPD basis",
  "max_force_ev_per_a": 6.3,
  "lumo_energy_ev": 0.7114,
  "smiles": "CN[C@H](O)OC",
  "gap_ev": 8.86,
  "elements": ["C", "N", "C", "O", "O", "C", "H", "H", "H", "H", "H", "H", "H", "H", "H"],
  "positions_angstrom": [[2.176, -0.658, 0.135], [1.491, 0.610, 0.252], [-0.132, 0.666, -0.313], [-0.531, 1.962, -0.215], [-0.637, -0.230, 0.530], [-2.173, -0.613, -0.114], [1.771, -1.448, 0.779], [2.132, -0.992, -0.903], [3.232, -0.514, 0.388], [1.494, 0.927, 1.218], [-0.065, 0.352, -1.367], [-1.395, 2.038, 0.210], [-2.850, 0.021, 0.458], [-2.242, -1.667, 0.131], [-2.271, -0.453, -1.188]]
}